No. 1
Entry from the Open Molecules 2025 dataset: a molecular structure, C18H15N5OPdSe2 (ωB97M-V/def2-TZVPD).

XYZ file:
```
42
Properties=species:S:1:pos:R:3
Pd 0.856 -1.078 -1.486
O 2.800 -0.768 -1.518
C 3.615 -0.807 -0.493
C 4.872 -0.190 -0.663
C 5.830 -0.210 0.318
C 5.583 -0.853 1.535
C 4.365 -1.460 1.720
C 3.365 -1.453 0.735
C 2.100 -2.130 0.997
N 1.056 -2.252 0.194
C 0.064 -2.926 0.872
C 0.517 -3.234 2.109
N 1.796 -2.725 2.176
H 5.048 0.299 -1.612
H 6.782 0.275 0.146
H 6.332 -0.878 2.314
H 4.193 -1.966 2.663
H -0.889 -3.141 0.424
H 0.058 -3.755 2.928
H 2.411 -2.792 2.965
Se -3.876 -1.832 -0.700
C -2.191 -1.607 -1.233
N -1.097 -1.441 -1.594
C -2.691 1.061 -3.132
N -2.207 1.541 -1.848
C -0.927 1.616 -1.462
Se 0.621 1.255 -2.451
N -0.909 2.055 -0.191
C -2.202 2.264 0.267
C -2.712 2.686 1.487
C -4.087 2.770 1.587
C -4.924 2.444 0.510
C -4.412 2.018 -0.701
C -3.032 1.936 -0.798
H -1.838 0.719 -3.711
H -3.198 1.869 -3.658
H -3.378 0.233 -2.960
H -0.047 2.180 0.313
H -2.066 2.934 2.318
H -4.530 3.091 2.520
H -5.995 2.515 0.635
H -5.055 1.738 -1.523
```

Results
Energy relative to the best compared isomer or geometry (same formula, charge and spin), kJ/mol: 22.1
Molecular weight, g mol⁻¹: 581.7
Strongest force on any atom, eV/Å: 0.67
Electronic energy, eV: -162581.640
HOMO-LUMO gap, eV: 7.25

---

No. 2
Entry from the Open Molecules 2025 dataset: a single C18H16Cl3N3S2 molecule in a non-equilibrium geometry (ωB97M-V/def2-TZVPD).

XYZ file:
```
42
Properties=species:S:1:pos:R:3
Cl 7.049 2.680 2.557
C 6.423 1.852 1.141
C 6.196 2.531 -0.099
C 5.360 1.938 -1.089
C 4.692 0.747 -0.755
S 3.432 -0.019 -1.666
C 2.237 -0.590 -0.317
C 0.847 -0.893 -0.857
S -0.264 -1.363 0.499
C -1.100 0.249 0.804
C -2.133 0.244 1.965
N -1.527 -0.041 3.296
C -1.980 -1.028 4.078
C -1.263 -1.020 5.219
N -0.434 0.093 5.232
C -0.510 0.602 4.014
C -1.807 0.644 -0.471
C -2.358 -0.248 -1.309
C -3.085 0.073 -2.465
C -3.319 1.442 -2.683
Cl -4.145 2.008 -4.180
C -2.764 2.369 -1.869
C -2.063 2.036 -0.673
Cl -1.226 3.297 0.262
N 5.161 0.093 0.360
C 5.986 0.522 1.251
H 6.510 3.602 -0.247
H 5.031 2.376 -1.957
H 2.555 -1.506 0.087
H 2.121 0.075 0.565
H 0.931 -1.627 -1.707
H 0.410 -0.031 -1.297
H -0.304 0.883 1.115
H -2.912 -0.488 1.828
H -2.694 1.164 2.023
H -2.706 -1.768 3.945
H -1.484 -1.599 6.086
H 0.011 1.496 3.629
H -2.298 -1.312 -1.155
H -3.623 -0.691 -3.011
H -2.861 3.527 -2.023
H 6.132 -0.091 2.101
```

Results
Energy relative to the best compared isomer or geometry (same formula, charge and spin), kJ/mol: 181.9
Molecular weight, g mol⁻¹: 444.8
Strongest force on any atom, eV/Å: 5.00
Electronic energy, eV: -82631.837
HOMO-LUMO gap, eV: 8.79